(1)
Density functional theory data (ωB97M-V/def2-TZVPD) for a structure of composition C33H57CrN3O4Si.

Cartesian coordinates (Å):
O -0.265 -1.644 -0.229
O -2.123 -2.179 -4.521
C 0.783 -1.943 -1.252
C 1.568 -3.213 -1.071
H 1.477 -1.099 -1.210
H 0.268 -1.910 -2.224
H 1.759 -3.471 -0.034
H 2.542 -3.044 -1.536
H 1.145 -4.069 -1.588
C -1.211 -2.766 0.014
C -1.469 -3.551 -1.238
H -2.124 -2.305 0.419
H -0.773 -3.380 0.811
H -1.428 -2.959 -2.155
H -2.463 -4.004 -1.196
H -0.751 -4.371 -1.312
C -3.303 -1.638 -3.927
C -1.390 -1.252 -5.317
C -4.227 -2.782 -3.554
H -3.803 -0.955 -4.640
H -3.040 -1.050 -3.023
H -4.492 -3.352 -4.449
H -5.140 -2.394 -3.100
H -3.760 -3.460 -2.836
C -0.739 -1.985 -6.478
H -0.615 -0.776 -4.690
H -2.048 -0.449 -5.697
H -0.145 -2.836 -6.143
H -0.084 -1.307 -7.031
H -1.503 -2.356 -7.165
H 4.293 1.436 -2.081
N 1.463 0.874 2.164
C 1.172 2.147 2.436
C 0.052 2.809 1.917
C -1.208 2.243 1.781
C 2.078 2.908 3.364
H 3.094 3.036 2.971
H 2.143 2.395 4.333
H 1.639 3.898 3.517
C -2.404 3.162 1.832
H -2.773 3.278 2.863
H -3.239 2.842 1.199
H -2.078 4.153 1.496
N -1.368 0.912 1.748
C 2.703 0.365 2.660
C 3.932 0.712 2.067
C 4.092 1.806 1.057
C 5.079 0.011 2.451
H 6.002 0.215 1.919
C 5.029 -0.925 3.490
H 5.927 -1.464 3.783
C 3.838 -1.136 4.181
H 3.765 -1.852 5.002
C 2.679 -0.462 3.803
C 1.434 -0.619 4.615
C -2.645 0.398 2.139
C -3.568 0.053 1.134
C -3.211 0.309 -0.298
C -4.827 -0.426 1.510
H -5.498 -0.796 0.731
C -5.216 -0.405 2.849
H -6.227 -0.711 3.134
C -4.328 0.033 3.828
H -4.629 0.086 4.880
C -3.030 0.414 3.498
C -2.106 0.908 4.571
Cr 0.111 -0.348 1.181
H 4.375 1.399 0.080
H 4.911 2.478 1.359
H 3.193 2.413 0.920
H 0.993 0.343 4.903
H 1.666 -1.160 5.540
H 0.674 -1.216 4.092
H -3.978 -0.106 -0.964
H -2.249 -0.161 -0.562
H -3.133 1.385 -0.510
H -1.125 0.416 4.552
H -2.555 0.709 5.552
H -1.937 1.993 4.513
H 0.079 3.902 1.940
C 3.395 0.966 -2.359
Si 2.034 2.200 -2.759
H 3.572 0.385 -3.279
H 3.117 0.221 -1.592
C 2.196 2.758 -4.559
C 2.073 3.698 -1.621
C 0.453 1.237 -2.396
H 0.569 0.696 -1.443
H 0.249 0.488 -3.170
H -0.421 1.897 -2.301
H 3.257 2.830 -4.851
H 1.739 3.746 -4.722
H 1.705 2.042 -5.236
H 3.071 3.851 -1.198
H 1.371 3.569 -0.791
H 1.799 4.609 -2.169
O 0.699 -3.173 2.406
N 1.119 -2.113 1.907
O 2.273 -2.061 1.363

## Properties
- E_LUMO (spin up / spin down) (eV) = -5.419 / -3.273
- E_tot (a.u.) = -3090.51484
- Kohn-Sham gap (spin up / spin down) (eV) = 5.659 / 7.920
- charge = +1
- 2S+1 = 4



(2)
Density functional theory data (ωB97M-V/def2-TZVPD) for a cluster of 8 separate species, C33H57F5O24 in total.

Cartesian coordinates (Å):
O 13.862 -10.922 -15.894
C 13.171 -10.438 -15.049
O 13.611 -9.367 -14.353
C 12.529 -8.887 -13.555
C 11.334 -9.667 -14.081
F 10.728 -8.950 -15.042
O 11.941 -10.803 -14.644
H 12.770 -9.063 -12.502
H 12.438 -7.812 -13.698
H 10.554 -9.958 -13.406
O 10.662 -13.112 -21.948
C 10.273 -12.617 -20.936
O 11.059 -12.037 -19.998
C 10.276 -11.642 -18.881
C 8.860 -11.955 -19.244
F 8.257 -10.726 -19.501
O 8.983 -12.679 -20.434
H 10.645 -12.167 -17.991
H 10.385 -10.548 -18.839
H 8.128 -12.535 -18.639
O 6.323 -9.831 -12.964
C 6.645 -9.799 -14.117
O 7.814 -9.369 -14.584
C 7.815 -9.305 -16.013
C 6.559 -10.186 -16.321
F 6.905 -11.488 -16.711
O 5.891 -10.314 -15.118
H 7.755 -8.258 -16.348
H 8.747 -9.649 -16.372
H 5.981 -9.825 -17.121
O 16.793 -11.225 -17.923
C 15.850 -11.766 -18.393
O 15.343 -12.846 -17.849
C 14.094 -13.193 -18.511
C 13.912 -12.026 -19.531
F 13.096 -11.072 -19.019
O 15.198 -11.430 -19.535
H 14.158 -14.166 -18.992
H 13.292 -13.177 -17.782
H 13.505 -12.300 -20.485
O 9.394 -11.958 -15.160
C 9.127 -13.094 -15.374
O 8.554 -13.995 -14.583
C 8.305 -15.209 -15.256
C 9.215 -15.094 -16.533
F 8.548 -15.360 -17.678
O 9.601 -13.709 -16.551
H 8.618 -15.987 -14.597
H 7.320 -15.257 -15.641
H 10.118 -15.750 -16.556
C 8.824 -18.627 -17.472
O 7.928 -17.999 -16.614
C 7.836 -18.620 -15.387
C 9.110 -19.030 -14.674
O 9.915 -17.878 -14.583
C 11.271 -18.262 -14.379
C 11.544 -18.720 -12.941
O 11.067 -20.045 -12.630
C 11.437 -20.438 -11.323
H 8.505 -19.617 -17.743
H 9.830 -18.722 -17.033
H 8.797 -17.952 -18.332
H 7.289 -19.530 -15.506
H 7.280 -17.941 -14.717
H 9.766 -19.754 -15.173
H 8.831 -19.451 -13.727
H 11.815 -17.384 -14.667
H 11.646 -19.106 -14.977
H 11.086 -18.041 -12.237
H 12.656 -18.712 -12.762
H 11.083 -21.427 -11.117
H 10.960 -19.726 -10.552
H 12.512 -20.351 -11.186
C 2.086 -18.416 -15.506
O 2.782 -17.145 -15.701
C 4.057 -17.351 -16.179
C 4.830 -16.077 -16.475
O 5.383 -15.619 -15.285
C 4.599 -15.270 -14.136
C 5.553 -14.574 -13.225
O 6.586 -15.393 -12.651
C 7.017 -14.941 -11.414
H 2.491 -18.972 -14.609
H 2.217 -19.027 -16.421
H 1.003 -18.222 -15.403
H 3.999 -17.984 -17.082
H 4.605 -17.923 -15.417
H 4.195 -15.415 -17.062
H 5.665 -16.295 -17.198
H 4.060 -16.109 -13.688
H 3.791 -14.544 -14.452
H 4.927 -14.078 -12.462
H 5.962 -13.728 -13.786
H 7.743 -15.644 -10.944
H 6.145 -14.797 -10.782
H 7.560 -14.020 -11.550
C 17.442 -15.875 -14.710
O 16.376 -16.804 -14.954
C 15.477 -16.278 -15.928
C 14.752 -15.064 -15.560
O 13.838 -15.157 -14.535
C 13.315 -13.850 -14.153
C 12.654 -14.038 -12.817
O 13.565 -13.728 -11.794
C 13.030 -13.577 -10.510
H 17.015 -15.107 -14.032
H 17.871 -15.395 -15.651
H 18.195 -16.513 -14.201
H 14.837 -17.148 -16.094
H 15.945 -16.117 -16.918
H 14.185 -14.620 -16.416
H 15.396 -14.226 -15.353
H 12.641 -13.459 -14.917
H 14.159 -13.202 -13.991
H 12.270 -15.081 -12.701
H 11.749 -13.388 -12.793
H 12.797 -14.593 -10.192
H 12.087 -13.009 -10.539
H 13.796 -13.161 -9.862

## Properties
- structure (SMILES) = O=C1OC[C@@H](F)O1.O=C1OC[C@@H](F)O1.O=C1OC[C@@H](F)O1.O=C1OC[C@@H](F)O1.O=C1OC[C@@H](F)O1.COCCOCCOC.COCCOCCOC.COCCOCCOC
- E_LUMO (eV) = 0.378
- E_tot (a.u.) = -3596.56224
- Kohn-Sham gap (eV) = 10.059



(3)
Density functional theory data (ωB97M-V/def2-TZVPD) for a structure of composition C33H57FLuN2O2Si.

Cartesian coordinates (Å):
O 0.798 -2.306 -1.169
O -2.236 -2.288 -4.952
C 2.180 -2.767 -1.558
C 2.748 -3.423 -0.326
H 2.693 -1.839 -1.832
H 2.043 -3.359 -2.464
H 2.865 -2.758 0.538
H 3.730 -3.760 -0.659
H 2.153 -4.301 -0.022
C -0.239 -3.316 -0.828
C -0.261 -4.356 -1.899
H -1.128 -2.770 -0.685
H 0.091 -3.718 0.156
H -0.621 -3.927 -2.842
H -0.928 -5.166 -1.657
H 0.715 -4.771 -2.116
C -2.944 -1.889 -3.773
C -1.332 -1.318 -5.458
C -3.727 -3.124 -3.317
H -3.655 -1.018 -3.994
H -2.232 -1.565 -2.977
H -4.210 -3.576 -4.215
H -4.523 -2.863 -2.609
H -3.068 -3.885 -2.848
C -0.712 -1.912 -6.738
H -0.537 -1.153 -4.695
H -1.857 -0.344 -5.656
H -0.160 -2.864 -6.516
H -0.039 -1.194 -7.209
H -1.537 -2.123 -7.445
H 0.740 -0.990 -1.128
N 1.671 1.185 2.108
C 1.536 2.423 2.627
C 0.357 3.159 2.558
C -0.919 2.678 2.258
C 2.656 3.075 3.386
H 3.599 3.113 2.831
H 2.851 2.621 4.360
H 2.381 4.120 3.592
C -2.007 3.693 2.477
H -2.517 3.602 3.436
H -2.749 3.683 1.668
H -1.544 4.691 2.464
N -1.224 1.376 2.029
C 2.844 0.411 2.437
C 3.906 0.373 1.520
C 3.896 1.163 0.263
C 4.968 -0.501 1.780
H 5.781 -0.570 1.061
C 4.982 -1.269 2.961
H 5.808 -1.954 3.152
C 3.932 -1.186 3.874
H 3.923 -1.784 4.801
C 2.852 -0.333 3.633
C 1.696 -0.296 4.577
C -2.538 0.900 2.410
C -3.513 0.651 1.417
C -3.161 0.808 -0.034
C -4.775 0.206 1.781
H -5.511 0.005 0.993
C -5.095 0.022 3.121
H -6.073 -0.362 3.400
C -4.144 0.286 4.103
H -4.382 0.135 5.159
C -2.874 0.738 3.777
C -1.888 0.982 4.877
Lu 0.256 -0.012 0.893
H 3.320 0.674 -0.528
H 4.925 1.247 -0.107
H 3.520 2.186 0.380
H 1.371 0.714 4.849
H 1.976 -0.797 5.510
H 0.825 -0.841 4.182
H -4.098 0.846 -0.614
H -2.591 -0.067 -0.427
H -2.596 1.731 -0.269
H -0.974 0.388 4.747
H -2.355 0.659 5.820
H -1.619 2.045 4.999
H 0.418 4.221 2.864
C 0.639 0.151 -1.920
Si 0.467 2.032 -2.258
H 1.654 0.080 -2.342
H 0.004 -0.153 -2.789
C 1.640 2.338 -3.691
C 0.860 3.278 -0.955
C -1.245 2.384 -2.898
H -1.765 1.471 -3.251
H -1.093 3.057 -3.762
H -1.858 2.883 -2.148
H 2.669 2.001 -3.496
H 1.637 3.422 -3.847
H 1.288 1.841 -4.612
H 1.670 3.047 -0.263
H -0.032 3.564 -0.385
H 1.176 4.146 -1.556
F 0.377 -1.745 1.910

## Properties
- E_LUMO (eV) = -2.509
- E_tot (a.u.) = -3176.36699
- Kohn-Sham gap (eV) = 8.431
- charge = +1



(4)
Density functional theory data (ωB97M-V/def2-TZVPD) for a structure of composition C33H57InN3O5Si.

Cartesian coordinates (Å):
O -1.561 -0.266 -1.497
O -4.427 -4.466 -0.138
C -2.813 0.483 -1.514
C -2.839 1.521 -2.566
H -2.928 0.900 -0.505
H -3.556 -0.305 -1.642
H -2.034 2.266 -2.466
H -3.792 2.072 -2.465
H -2.824 1.119 -3.589
C -1.088 -0.901 -2.715
C -2.026 -1.937 -3.228
H -0.102 -1.340 -2.470
H -0.928 -0.078 -3.418
H -2.022 -2.835 -2.592
H -1.639 -2.248 -4.219
H -3.048 -1.575 -3.376
C -4.003 -5.783 0.333
C -5.746 -4.437 -0.742
C -2.997 -6.402 -0.599
H -4.883 -6.450 0.504
H -3.540 -5.610 1.331
H -3.423 -6.576 -1.599
H -2.652 -7.362 -0.205
H -2.121 -5.744 -0.713
C -5.928 -5.334 -1.937
H -5.905 -3.381 -1.025
H -6.491 -4.673 0.053
H -5.178 -5.130 -2.716
H -6.916 -5.166 -2.383
H -5.867 -6.399 -1.672
H -3.540 -2.753 1.833
N 1.561 0.686 -1.221
C 2.968 1.026 -0.735
C 3.312 0.324 0.471
C 2.680 -0.622 1.280
C 3.737 1.994 -1.413
H 3.264 2.907 -1.758
H 4.190 1.480 -2.214
H 4.482 2.311 -0.679
C 3.501 -1.244 2.310
H 3.491 -2.346 2.218
H 3.158 -0.977 3.332
H 4.567 -0.937 2.255
N 1.418 -0.957 1.157
C 1.181 1.361 -2.557
C 0.644 2.616 -2.598
C 0.375 3.577 -1.596
C 0.412 2.985 -3.934
H -0.019 3.978 -4.122
C 0.739 2.191 -5.022
H 0.544 2.537 -6.052
C 1.356 0.957 -4.805
H 1.646 0.350 -5.670
C 1.615 0.497 -3.531
C 2.305 -0.794 -3.369
C 0.902 -2.210 1.714
C 0.395 -2.226 3.035
C 0.287 -1.002 3.846
C -0.003 -3.456 3.541
H -0.396 -3.502 4.561
C 0.068 -4.618 2.778
H -0.260 -5.573 3.207
C 0.562 -4.570 1.480
H 0.628 -5.487 0.893
C 0.988 -3.381 0.915
C 1.531 -3.342 -0.452
In -0.251 -0.170 0.186
H -0.682 3.718 -1.385
H 0.818 4.549 -1.839
H 0.811 3.356 -0.631
H 2.249 -1.256 -2.377
H 3.391 -0.709 -3.632
H 1.898 -1.554 -4.093
H -0.372 -1.155 4.734
H -0.151 -0.161 3.274
H 1.264 -0.650 4.248
H 2.526 -2.857 -0.515
H 0.857 -2.803 -1.159
H 1.661 -4.366 -0.881
H 4.339 0.572 0.646
C -3.371 -2.688 2.964
Si -4.886 -2.453 3.983
H -2.889 -3.656 3.220
H -2.587 -1.890 3.203
C -6.204 -1.446 3.127
C -4.474 -1.590 5.597
C -5.594 -4.118 4.475
H -6.388 -3.996 5.236
H -4.813 -4.770 4.908
H -6.037 -4.646 3.610
H -5.893 -0.391 3.010
H -7.144 -1.450 3.713
H -6.435 -1.847 2.123
H -3.851 -0.695 5.420
H -3.925 -2.266 6.278
H -5.397 -1.267 6.114
O 2.595 4.008 -0.344
N 2.295 2.863 0.193
O 2.227 2.663 1.466
O 0.863 1.560 -0.114

## Properties
- E_LUMO (spin up / spin down) (eV) = -4.408 / -5.042
- E_tot (a.u.) = -2311.10330
- Kohn-Sham gap (spin up / spin down) (eV) = 7.234 / 5.544
- charge = +1